Model i:
{"formula": "C27H37BFN11O4PtSi", "method": "the ωB97M-V functional and the def2-TZVPD basis", "symbols": ["Pt", "C", "C", "C", "C", "C", "N", "N", "B", "N", "N", "C", "C", "C", "C", "C", "N", "N", "C", "C", "C", "C", "C", "H", "H", "H", "H", "H", "H", "H", "H", "H", "H", "H", "H", "H", "H", "H", "H", "H", "H", "H", "H", "H", "H", "C", "Si", "C", "C", "C", "H", "H", "H", "H", "H", "H", "H", "H", "H", "H", "H", "F", "C", "C", "N", "C", "C", "O", "O", "C", "O", "N", "C", "O", "H", "H", "H", "H", "N", "C", "N", "C", "N"], "positions_angstrom": [[0.439, 0.156, 0.246], [2.715, 2.187, 2.256], [3.116, 0.866, 1.710], [4.333, 0.200, 1.879], [4.243, -0.957, 1.127], [5.250, -2.042, 0.944], [3.038, -0.995, 0.538], [2.353, 0.139, 0.903], [2.475, -2.093, -0.486], [2.042, -1.343, -1.768], [1.645, -0.053, -1.577], [1.875, 0.593, -2.738], [1.928, 2.073, -2.974], [2.308, -0.328, -3.690], [2.429, -1.535, -3.030], [2.908, -2.854, -3.531], [1.290, -2.778, 0.146], [0.565, -2.009, 0.966], [-0.344, -2.794, 1.552], [-1.304, -2.305, 2.585], [-0.171, -4.105, 1.093], [0.887, -4.056, 0.207], [1.495, -5.132, -0.628], [3.586, 2.838, 2.300], [2.302, 2.101, 3.262], [1.968, 2.652, 1.622], [5.168, 0.526, 2.475], [6.099, -1.864, 1.602], [5.612, -2.076, -0.084], [4.827, -3.018, 1.179], [3.329, -2.887, -0.751], [1.978, 2.649, -2.060], [1.096, 2.431, -3.581], [2.848, 2.282, -3.521], [2.589, -0.117, -4.708], [3.283, -2.751, -4.546], [2.093, -3.579, -3.538], [3.704, -3.256, -2.904], [-1.484, -1.240, 2.481], [-0.895, -2.484, 3.582], [-2.251, -2.832, 2.497], [-0.739, -4.974, 1.381], [1.211, -6.108, -0.240], [2.583, -5.066, -0.640], [1.146, -5.065, -1.660], [-0.133, 4.359, 1.138], [-1.246, 3.251, 0.124], [-2.729, 2.674, 1.103], [-1.858, 4.240, -1.346], [-0.190, 1.905, -0.694], [-0.716, 5.038, 1.765], [0.500, 4.963, 0.482], [0.520, 3.802, 1.806], [-3.637, 3.055, 0.633], [-2.711, 3.082, 2.114], [-2.797, 1.587, 1.170], [-2.552, 5.020, -1.026], [-2.392, 3.604, -2.058], [-1.033, 4.723, -1.877], [0.675, 2.427, -1.066], [-0.701, 1.446, -1.540], [-5.826, 2.420, -1.181], [-5.408, 1.270, -0.649], [-4.617, 0.436, -1.317], [-4.207, -0.776, -0.790], [-3.146, -1.502, -1.461], [-1.714, -1.036, -1.247], [-0.865, -1.406, -2.034], [-1.507, -0.298, -0.187], [-4.537, -1.146, 0.501], [-4.158, -2.179, 1.010], [-5.357, -0.252, 1.163], [-5.849, 0.971, 0.712], [-6.554, 1.673, 1.393], [-4.286, 0.660, -2.322], [-3.325, -1.459, -2.534], [-3.191, -2.542, -1.142], [-5.603, -0.510, 2.108], [-0.215, 0.643, 2.051], [-0.420, 1.441, 2.889], [-0.531, 2.126, 3.938], [-1.305, 3.180, 4.130], [-1.949, 4.111, 4.364]], "spin_multiplicity": 1, "orbital_gap_ev": 8.546, "homo_energy_ha": -0.3297, "charge": 0, "lumo_ev": -0.4}

Model ii:
{"formula": "C27H37BFN11O4PtSi", "method": "the ωB97M-V functional and the def2-TZVPD basis", "symbols": ["Pt", "C", "C", "C", "C", "C", "N", "N", "B", "N", "N", "C", "C", "C", "C", "C", "N", "N", "C", "C", "C", "C", "C", "H", "H", "H", "H", "H", "H", "H", "H", "H", "H", "H", "H", "H", "H", "H", "H", "H", "H", "H", "H", "H", "H", "C", "Si", "C", "C", "C", "H", "H", "H", "H", "H", "H", "H", "H", "H", "H", "H", "F", "C", "C", "N", "C", "C", "O", "O", "C", "O", "N", "C", "O", "H", "H", "H", "H", "N", "C", "N", "C", "N"], "positions_angstrom": [[-0.491, 0.014, 0.225], [2.586, -1.431, 1.390], [2.151, -0.065, 1.801], [2.960, 0.850, 2.466], [2.252, 2.038, 2.524], [2.677, 3.367, 3.036], [1.065, 1.826, 1.951], [0.980, 0.544, 1.549], [-0.086, 2.786, 1.624], [-0.174, 3.025, 0.123], [-0.623, 2.041, -0.684], [-0.667, 2.518, -1.923], [-1.137, 1.715, -3.083], [-0.208, 3.840, -1.917], [0.100, 4.123, -0.602], [0.651, 5.372, -0.010], [-1.382, 2.058, 2.087], [-1.770, 0.872, 1.568], [-2.951, 0.529, 2.073], [-3.701, -0.695, 1.688], [-3.340, 1.525, 2.963], [-2.329, 2.477, 2.941], [-2.235, 3.763, 3.683], [3.657, -1.402, 1.196], [2.401, -2.166, 2.174], [2.110, -1.746, 0.465], [3.962, 0.671, 2.814], [3.633, 3.274, 3.546], [2.797, 4.065, 2.208], [1.948, 3.782, 3.732], [0.048, 3.805, 2.213], [-0.341, 1.077, -3.469], [-1.969, 1.076, -2.800], [-1.470, 2.371, -3.885], [-0.126, 4.505, -2.758], [0.749, 6.132, -0.782], [0.007, 5.762, 0.779], [1.638, 5.189, 0.415], [-3.348, -1.080, 0.732], [-3.594, -1.479, 2.439], [-4.759, -0.456, 1.596], [-4.251, 1.553, 3.533], [-3.080, 3.850, 4.363], [-1.315, 3.816, 4.262], [-2.252, 4.610, 2.999], [-3.133, -3.314, -0.339], [-1.485, -3.374, 0.594], [-1.773, -4.405, 2.158], [-0.188, -4.247, -0.469], [-0.634, -1.820, 1.260], [-3.094, -4.010, -1.179], [-3.410, -2.348, -0.755], [-3.951, -3.639, 0.306], [-2.159, -5.390, 1.890], [-2.493, -3.944, 2.836], [-0.844, -4.557, 2.711], [-0.655, -4.885, -1.220], [0.453, -4.881, 0.146], [0.450, -3.536, -0.999], [0.381, -2.201, 1.353], [-0.944, -1.565, 2.278], [0.836, -2.032, -5.383], [1.718, -2.100, -4.381], [2.158, -0.995, -3.769], [3.086, -1.034, -2.759], [3.418, 0.189, -2.063], [2.262, 0.695, -1.168], [2.423, 1.789, -0.633], [1.277, -0.099, -1.098], [3.537, -2.233, -2.248], [4.284, -2.321, -1.294], [3.073, -3.350, -2.913], [2.188, -3.422, -3.987], [1.880, -4.477, -4.488], [1.804, -0.013, -4.050], [3.702, 0.964, -2.775], [4.274, -0.011, -1.422], [3.420, -4.232, -2.564], [-1.068, -1.087, -1.454], [-1.755, -1.303, -2.389], [-2.349, -1.527, -3.471], [-3.311, -2.412, -3.640], [-4.151, -3.170, -3.872]], "spin_multiplicity": 1, "orbital_gap_ev": 7.289, "homo_energy_ha": -0.3224, "charge": 0, "lumo_ev": -1.5}

Most favorable structure: model i. The second most favorable one is 12.7 kJ/mol above it.

Model i:
{"formula": "C2H7NO", "method": "the ωB97M-V functional and the def2-TZVPD basis", "symbols": ["C", "O", "C", "N", "H", "H", "H", "H", "H", "H", "H"], "positions_angstrom": [[-0.480, -0.626, 0.109], [-1.749, -0.025, 0.135], [0.459, 0.605, -0.300], [1.784, 0.210, -0.039], [-0.362, -1.395, -0.661], [-0.045, -0.948, 1.061], [-2.252, -0.656, 0.665], [0.072, 1.437, 0.297], [0.201, 0.796, -1.345], [2.094, -0.640, -0.522], [2.074, 0.109, 0.939]], "spin_multiplicity": 2, "orbital_gap_ev": [12.423, 7.124], "homo_energy_ha": [-0.5932, -0.5904], "charge": 1, "lumo_ev": [-3.7, -8.9]}

Model ii:
{"formula": "C2H7NO", "method": "the ωB97M-V functional and the def2-TZVPD basis", "symbols": ["C", "N", "H", "H", "H", "H", "C", "O", "H", "H", "H"], "positions_angstrom": [[-1.877, 0.717, 0.785], [-1.125, 0.488, -0.293], [-1.798, 0.297, 1.711], [-2.633, 1.493, 0.858], [-1.127, 1.077, -1.105], [-0.353, -0.319, -0.286], [1.956, -0.236, -0.335], [0.837, -1.055, -0.103], [2.459, -0.248, 0.638], [2.546, -0.846, -1.028], [1.618, 0.684, -0.613]], "spin_multiplicity": 2, "orbital_gap_ev": [11.026, 9.053], "homo_energy_ha": [-0.6063, -0.5845], "charge": 1, "lumo_ev": [-5.5, -6.9]}

Most favorable structure: model i. The second most favorable one is 78.4 kJ/mol above it.

Model i:
{"formula": "C5H7OP", "method": "the ωB97M-V functional and the def2-TZVPD basis", "symbols": ["C", "C", "C", "C", "C", "O", "P", "H", "H", "H", "H", "H", "H", "H"], "positions_angstrom": [[0.060, 1.306, 0.242], [0.771, 2.205, 1.264], [0.743, 0.764, -1.043], [-0.215, -0.458, -1.207], [-0.719, -1.404, 1.277], [-0.068, 2.701, 0.465], [-1.435, -0.127, 0.164], [0.701, 1.617, -1.805], [1.706, 0.554, -0.813], [-0.461, -0.513, -2.218], [0.382, -1.387, -1.084], [-0.567, -2.449, 0.821], [-1.177, -1.551, 2.228], [0.279, -1.256, 1.709]], "spin_multiplicity": 1, "orbital_gap_ev": 9.643, "homo_energy_ha": -0.3317, "charge": 0, "lumo_ev": 0.6}

Model ii:
{"formula": "C5H7OP", "method": "the ωB97M-V functional and the def2-TZVPD basis", "symbols": ["C", "C", "C", "C", "C", "O", "P", "H", "H", "H", "H", "H", "H", "H"], "positions_angstrom": [[-1.736, -0.043, -0.188], [-2.973, -0.304, -1.043], [-0.913, -1.171, 0.483], [0.002, -0.288, 1.476], [0.435, 1.848, -0.686], [-3.148, -0.043, 0.179], [-0.646, 1.284, 0.692], [-1.592, -1.850, 1.007], [-0.412, -1.918, -0.350], [-0.298, -0.279, 2.479], [1.052, -0.423, 1.372], [-0.285, 2.421, -1.209], [0.551, 0.876, -1.177], [1.320, 2.407, -0.372]], "spin_multiplicity": 1, "orbital_gap_ev": 9.021, "homo_energy_ha": -0.3122, "charge": 0, "lumo_ev": 0.5}

Most favorable structure: model ii. The second most favorable one is 20.9 kJ/mol above it.

Model i:
{"formula": "C5H7OP", "method": "the ωB97M-V functional and the def2-TZVPD basis", "symbols": ["C", "C", "C", "C", "C", "P", "O", "H", "H", "H", "H", "H", "H", "H"], "positions_angstrom": [[0.479, -0.830, 1.930], [-0.083, -0.524, 0.522], [0.878, -0.341, -0.698], [0.351, 0.564, -1.577], [-0.966, 1.157, -1.270], [-1.647, 0.361, 0.307], [-1.208, -1.207, -0.025], [-0.049, -0.613, 2.807], [1.387, -0.225, 2.155], [0.717, -1.880, 1.917], [1.852, -0.764, -0.599], [0.890, 0.869, -2.480], [-0.838, 2.205, -1.014], [-1.763, 1.226, -1.974]], "spin_multiplicity": 1, "orbital_gap_ev": 9.960, "homo_energy_ha": -0.3282, "charge": 0, "lumo_ev": 1.0, "smiles": "C[C@]12C=CCP1O2"}

Model ii:
{"formula": "C5H7OP", "method": "the ωB97M-V functional and the def2-TZVPD basis", "symbols": ["C", "C", "C", "C", "C", "P", "O", "H", "H", "H", "H", "H", "H", "H"], "positions_angstrom": [[1.921, -1.552, 0.069], [1.171, -0.622, -0.053], [0.291, 0.511, 0.193], [-0.379, 0.426, 1.568], [-0.876, 0.872, -1.029], [1.445, 2.200, 0.017], [0.775, 3.133, 0.908], [2.361, -2.475, -0.050], [-1.257, 0.981, 1.468], [0.146, 1.133, 2.313], [-0.495, -0.522, 1.968], [-1.279, 1.853, -0.721], [-0.230, 0.974, -1.957], [-1.621, 0.045, -1.215]], "spin_multiplicity": 1, "orbital_gap_ev": 7.970, "homo_energy_ha": -0.3228, "charge": 0, "lumo_ev": -0.8, "smiles": "C#CC(C)(C)P=O"}

Most favorable structure: model i. The second most favorable one is 131.9 kJ/mol above it.

Model i:
{"formula": "C6H16NO", "method": "the ωB97M-V functional and the def2-TZVPD basis", "symbols": ["N", "C", "C", "C", "C", "C", "C", "O", "H", "H", "H", "H", "H", "H", "H", "H", "H", "H", "H", "H", "H", "H", "H", "H"], "positions_angstrom": [[-2.417, 0.184, 1.689], [-1.773, 0.459, 0.341], [-0.434, 1.158, 0.514], [0.644, 0.315, 1.199], [1.231, -0.766, 0.291], [1.934, -0.196, -0.946], [1.347, -0.539, -2.306], [-0.033, -0.925, -2.360], [-2.248, 0.980, 2.297], [-2.081, -0.695, 2.098], [-3.395, -0.082, 1.547], [-2.449, 1.127, -0.191], [-1.685, -0.475, -0.199], [-0.591, 2.084, 1.069], [-0.126, 1.424, -0.468], [0.302, -0.108, 2.147], [1.437, 0.979, 1.555], [0.423, -1.447, -0.004], [1.893, -1.383, 0.875], [1.961, 0.891, -0.812], [2.999, -0.417, -0.956], [1.905, -1.347, -2.775], [1.411, 0.279, -2.985], [-0.255, -1.498, -1.618]], "spin_multiplicity": 1, "orbital_gap_ev": 9.466, "homo_energy_ha": -0.4866, "charge": 1, "lumo_ev": -3.8, "smiles": "[NH3+]CCCCCCO"}

Model ii:
{"formula": "C6H16NO", "method": "the ωB97M-V functional and the def2-TZVPD basis", "symbols": ["C", "C", "C", "C", "C", "C", "N", "H", "H", "H", "H", "H", "H", "H", "H", "H", "H", "H", "H", "H", "H", "H", "H", "O"], "positions_angstrom": [[-1.677, -0.184, -1.222], [-0.944, 0.765, -0.337], [0.165, 0.007, 0.548], [1.351, 1.465, 2.379], [1.180, 0.962, 1.132], [2.229, 1.223, 0.142], [-1.100, -0.012, -2.660], [-2.787, 0.116, -1.295], [-1.483, -1.361, -1.138], [-0.631, 1.695, -0.929], [-1.622, 1.168, 0.430], [-0.391, -0.388, 1.445], [0.726, -0.746, -0.079], [0.704, 1.430, 3.304], [2.305, 1.963, 2.579], [2.865, 0.383, -0.228], [1.799, 1.955, -0.670], [3.109, 1.880, 0.563], [-1.157, 1.063, -2.964], [-0.055, -0.372, -2.791], [-1.754, -0.603, -3.170], [-0.778, -3.474, 1.624], [-0.087, -2.843, 0.373], [-0.861, -3.401, 0.716]], "spin_multiplicity": 1, "orbital_gap_ev": 8.589, "homo_energy_ha": -0.4599, "charge": 1, "lumo_ev": -3.9}

Most favorable structure: model i. The second most favorable one is 194.4 kJ/mol above it.

Model i:
{"formula": "C3H5NOS2", "method": "the ωB97M-V functional and the def2-TZVPD basis", "symbols": ["C", "N", "S", "C", "O", "C", "S", "H", "H", "H", "H", "H"], "positions_angstrom": [[0.065, 2.805, 0.490], [0.108, 1.575, 0.751], [1.068, 0.501, -0.079], [0.460, -1.031, 0.666], [-0.782, -1.519, 0.110], [-0.762, -1.983, -1.182], [-2.015, -2.560, -2.006], [-0.490, 3.512, 1.040], [0.655, 3.166, -0.413], [0.244, -0.827, 1.738], [1.186, -1.772, 0.491], [0.264, -1.867, -1.608]], "spin_multiplicity": 1, "orbital_gap_ev": 9.142, "homo_energy_ha": -0.3280, "charge": 0, "lumo_ev": 0.2, "smiles": "C=NSCOC=S"}

Model ii:
{"formula": "C3H5NOS2", "method": "the ωB97M-V functional and the def2-TZVPD basis", "symbols": ["O", "C", "C", "N", "S", "C", "S", "H", "H", "H", "H", "H"], "positions_angstrom": [[2.376, -0.154, 0.644], [1.627, -0.706, -0.376], [0.126, -0.408, -0.188], [-0.703, -1.360, -0.041], [-2.303, -0.890, 0.080], [-2.067, 0.930, 0.269], [-0.365, 1.244, -0.228], [2.573, 0.775, 0.527], [1.742, -1.798, -0.339], [1.912, -0.337, -1.370], [-2.192, 1.131, 1.339], [-2.726, 1.573, -0.318]], "spin_multiplicity": 1, "orbital_gap_ev": 8.797, "homo_energy_ha": -0.3037, "charge": 0, "lumo_ev": 0.5, "smiles": "OCC1=NSCS1"}

Most favorable structure: model ii. The second most favorable one is 122.6 kJ/mol above it.